No. 1
A 2-piece molecular cluster, C3H8NO2 overall in a non-equilibrium geometry. Source: OMol25; level of theory: ωB97M-V with the def2-TZVPD basis set.

Cartesian coordinates (Å):
1 H -1.2486 2.3361 1.4518
2 H -0.9189 3.2858 -0.0385
3 O -0.2134 0.8211 -1.2667
4 H 0.7919 -0.9114 0.4533
5 O 0.4923 0.6484 0.8863
6 H -2.1429 2.0097 -0.0132
7 C -1.1457 2.2871 0.3602
8 N 0.9603 -1.8835 0.0705
9 C -0.1984 1.1972 -0.0099
10 H 0.3495 -3.7751 -0.3473
11 H 1.8992 -2.2806 -0.0478
12 H 0.4735 0.1309 -1.3540
13 H -0.9758 -2.5296 0.2339
14 C 0.0450 -2.7807 -0.0507

Its net charge is +2. Its multiplicity is 2. The value obtained for the HOMO-LUMO gap (spin up / spin down) is 13.518 / 8.314 eV. As for the HOMO energy (spin up / spin down): -23.364 / -23.336 eV. The calculation puts the strongest force on any atom at 2.4 eV Å⁻¹. The LUMO energy (spin up / spin down) comes out at -9.85 / -15.02 eV. The energy above the lowest of the compared OMol25 structures with the same formula, charge and spin comes out at 132.0 kJ/mol.

=====

No. 2
A 2-piece molecular cluster, C3H8NO2PS overall in a non-equilibrium geometry. Source: OMol25; level of theory: ωB97M-V with the def2-TZVPD basis set.

Cartesian coordinates (Å):
1 P 0.4230 0.8983 0.1995
2 H -3.0049 -0.3863 -1.1320
3 S -4.9745 -0.0589 0.0723
4 C -3.2847 0.1146 -0.2059
5 H -2.2108 1.8543 0.5405
6 H 1.4932 -2.4031 0.8566
7 H -1.9534 0.3992 1.4890
8 N 0.9758 1.0151 -1.3784
9 C -2.0533 0.7783 0.4725
10 H 2.3988 -0.9493 1.3624
11 C 1.7491 -1.3753 0.5964
12 H 0.4234 0.5155 -2.0603
13 O 0.5179 -0.6766 0.5208
14 O 1.0821 1.8179 1.1145
15 H 2.2649 -1.3597 -0.3669
16 H 1.2011 1.9503 -1.6778

The value obtained for the HOMO-LUMO gap (spin up / spin down) is 8.309 / 8.308 eV. As for the HOMO energy (spin up / spin down): -8.746 / -8.746 eV. The calculation puts the strongest force on any atom at 3.9 eV Å⁻¹. The LUMO energy (spin up / spin down) comes out at -0.44 / -0.44 eV. The energy above the lowest of the compared OMol25 structures with the same formula, charge and spin comes out at 126.4 kJ/mol.

=====

No. 3
An isolated ion of composition C3H8NO2S and charge -1 in a non-equilibrium geometry. Source: OMol25; level of theory: ωB97M-V with the def2-TZVPD basis set.

Cartesian coordinates (Å):
1 H -0.3181 2.4519 -1.1829
2 H -1.5353 1.1483 -0.9479
3 C -0.3896 1.3692 -0.9307
4 H -0.1765 -2.3402 0.5579
5 C -0.4230 -1.7304 -0.2699
6 H -0.9186 -0.2793 1.3045
7 H -0.0588 0.9228 -1.8593
8 N 0.3051 0.7732 0.1410
9 C -0.2968 0.6269 1.4807
10 O 1.9232 -1.0663 0.7825
11 S 1.0417 -0.8297 -0.3719
12 H -0.3363 -2.4528 -1.0777
13 O 1.6936 -0.6201 -1.6609
14 H -0.9951 1.4056 1.7603
15 H 0.4844 0.6209 2.2744

Its net charge is -1. As for the SMILES: C=[S@](=O)([O-])N(C)C. The value obtained for the HOMO-LUMO gap is 7.729 eV. As for the HOMO energy: -3.548 eV. The calculation puts the strongest force on any atom at 3.1 eV Å⁻¹. The LUMO energy comes out at 4.18 eV. The energy above the lowest of the compared OMol25 structures with the same formula, charge and spin comes out at 429.9 kJ/mol.

=====

No. 4
C3H8NO2S as an isolated structure in a non-equilibrium geometry. Source: OMol25; level of theory: ωB97M-V with the def2-TZVPD basis set.

Cartesian coordinates (Å):
1 C 1.8317 0.0100 0.8951
2 C -1.5565 -0.4178 0.1144
3 N 0.6083 0.6907 -0.9708
4 H 0.9151 1.6447 -0.7916
5 H 1.1886 0.2264 1.7543
6 H 0.0509 0.6165 -1.7718
7 O -2.6079 -1.1894 -0.1992
8 O -0.5372 -1.0007 0.5239
9 S -1.6472 1.3078 0.2071
10 H 1.1554 -1.1978 -0.9070
11 H 2.3754 1.0153 0.7359
12 H 2.5894 -0.7127 1.1960
13 H -2.7022 1.4836 -0.5994
14 H -2.6323 -2.1211 0.0731
15 C 0.9683 -0.3554 -0.2600

Its net charge is +1. The value obtained for the HOMO-LUMO gap is 10.417 eV. As for the HOMO energy: -14.588 eV. The calculation puts the strongest force on any atom at 3.3 eV Å⁻¹. The LUMO energy comes out at -4.17 eV. The energy above the lowest of the compared OMol25 structures with the same formula, charge and spin comes out at 166.7 kJ/mol.

=====

No. 5
An isolated ion of composition C3H8NO2S and charge +1 in a non-equilibrium geometry. Source: OMol25; level of theory: ωB97M-V with the def2-TZVPD basis set.

Cartesian coordinates (Å):
1 C 1.1068 -0.4692 -0.0988
2 H 0.5979 1.4493 1.1517
3 H 1.2588 -2.2574 0.9850
4 C -0.2566 1.5125 0.4999
5 H -0.0005 0.7566 -1.5214
6 H -0.2026 2.4272 -0.0586
7 H -1.5693 -1.2747 -1.2172
8 H -2.3260 -0.0186 -0.2925
9 O 1.9822 -0.7738 -0.9770
10 C -0.1616 0.2532 -0.4898
11 O 0.6687 -1.5126 0.9265
12 H -1.1024 1.4605 1.1272
13 H -1.2842 -1.2690 0.3413
14 N -1.4229 -0.6270 -0.4222
15 S 2.7117 0.3430 0.0459

Its net charge is +1. As for the SMILES: C[C@H]([NH3+])[C@@]1(O)OS1. The value obtained for the HOMO-LUMO gap is 9.293 eV. As for the HOMO energy: -13.083 eV. The calculation puts the strongest force on any atom at 4.8 eV Å⁻¹. The LUMO energy comes out at -3.79 eV. The energy above the lowest of the compared OMol25 structures with the same formula, charge and spin comes out at 305.5 kJ/mol.

=====

No. 6
A 2-piece molecular cluster, C3H8NO3 overall in a non-equilibrium geometry. Source: OMol25; level of theory: ωB97M-V with the def2-TZVPD basis set.

Cartesian coordinates (Å):
1 O -0.3770 -1.3805 1.9222
2 O -2.8656 -0.7013 1.7625
3 H -0.8106 0.5563 0.0453
4 H 0.6965 0.0469 -2.8025
5 H -2.6006 0.1552 1.4736
6 H 0.4525 1.6081 -2.7345
7 C 1.2289 0.5195 -0.8014
8 C 0.4642 -0.5895 1.3878
9 H 2.0140 -0.3018 -0.8440
10 H 1.6853 1.3902 -0.3661
11 O 1.5711 -0.2448 1.8147
12 C 0.0398 -0.0417 -0.0864
13 H -2.0040 -1.0441 2.1110
14 N 0.9034 0.8505 -2.2555
15 H -0.3981 -0.8230 -0.6266

Its net charge is -1. The value obtained for the HOMO-LUMO gap is 8.300 eV. As for the HOMO energy: -4.341 eV. The calculation puts the strongest force on any atom at 3.2 eV Å⁻¹. The LUMO energy comes out at 3.96 eV. The energy above the lowest of the compared OMol25 structures with the same formula, charge and spin comes out at 118.1 kJ/mol.

=====

No. 7
A 2-piece molecular cluster, C3H8NO3 overall in a non-equilibrium geometry. Source: OMol25; level of theory: ωB97M-V with the def2-TZVPD basis set.

Cartesian coordinates (Å):
1 O -1.9821 -0.7241 0.5206
2 H -3.3166 0.4072 1.4810
3 H 2.2501 -0.2636 1.5513
4 H 0.0580 1.1543 -2.7865
5 C -2.2697 0.3536 1.0945
6 C 1.3321 -0.4673 0.9902
7 H 0.5476 0.1795 1.3901
8 N 1.5149 -0.0766 -0.4003
9 O 0.6237 0.4547 -2.4653
10 H 2.1288 -0.6988 -0.9109
11 O -1.5394 1.3426 1.3222
12 C 0.2638 0.0573 -1.1257
13 H 1.0232 -1.5090 1.1507
14 H -0.4032 0.7029 -0.5615
15 H -0.2315 -0.9126 -1.2506

Its net charge is -1. The value obtained for the HOMO-LUMO gap is 8.082 eV. As for the HOMO energy: -4.226 eV. The calculation puts the strongest force on any atom at 1.3 eV Å⁻¹. The LUMO energy comes out at 3.86 eV. The energy above the lowest of the compared OMol25 structures with the same formula, charge and spin comes out at 158.1 kJ/mol.

=====

No. 8
A 2-piece molecular cluster, C3H8NO3 overall. Source: OMol25; level of theory: ωB97M-V with the def2-TZVPD basis set.

Cartesian coordinates (Å):
1 H 0.6805 -0.5979 0.7617
2 C -0.8130 1.4767 0.3153
3 N -1.0922 -1.0682 0.2761
4 O 1.6506 -0.8414 0.8240
5 C -1.7585 0.2642 0.1656
6 H -2.4934 0.3439 0.9734
7 H 3.2582 -0.9634 -0.3846
8 H -0.8226 -1.3876 -0.6378
9 H -0.3504 1.3663 1.3454
10 C 2.1655 -1.0322 -0.3753
11 H -2.2621 0.3693 -0.7986
12 H 0.0868 1.2068 -0.3461
13 O -1.4108 2.6220 0.0272
14 O 1.5469 -1.2251 -1.3874
15 H -1.7278 -1.7588 0.6484

Its net charge is -1. The value obtained for the HOMO-LUMO gap is 6.084 eV. As for the HOMO energy: -2.401 eV. The calculation puts the strongest force on any atom at 0.9 eV Å⁻¹. The LUMO energy comes out at 3.68 eV. The energy above the lowest of the compared OMol25 structures with the same formula, charge and spin comes out at 257.0 kJ/mol.

=====

No. 9
A 2-piece molecular cluster, C3H8NOP overall. Source: OMol25; level of theory: ωB97M-V with the def2-TZVPD basis set.

Cartesian coordinates (Å):
1 C -0.7060 0.4951 -1.4496
2 H 1.2434 -2.2144 4.4432
3 H -2.0931 0.7219 0.2609
4 H -0.2517 2.2330 -2.5633
5 H 0.4901 0.7459 -3.1996
6 H 1.2368 -1.9599 2.8249
7 C -1.1133 1.0035 -0.1073
8 N 1.7403 -1.7656 3.6834
9 O -0.9668 -0.8847 -1.3295
10 H 2.6477 -2.2137 3.6133
11 C -0.3992 1.1696 -2.7351
12 P 0.1995 -0.3669 -0.1863
13 H -0.7896 2.0024 0.1665
14 H -1.2381 1.0338 -3.4217

As for the SMILES: C[C@]12CP1O2.N. The value obtained for the HOMO-LUMO gap is 9.230 eV. As for the HOMO energy: -8.350 eV. The calculation puts the strongest force on any atom at 0.9 eV Å⁻¹. The LUMO energy comes out at 0.88 eV. The energy above the lowest of the compared OMol25 structures with the same formula, charge and spin comes out at 185.0 kJ/mol.

=====

Please write out number 9 again, unchanged.
A 2-piece molecular cluster, C3H8NOP overall. Source: OMol25; level of theory: ωB97M-V with the def2-TZVPD basis set.

Cartesian coordinates (Å):
1 C -0.7060 0.4951 -1.4496
2 H 1.2434 -2.2144 4.4432
3 H -2.0931 0.7219 0.2609
4 H -0.2517 2.2330 -2.5633
5 H 0.4901 0.7459 -3.1996
6 H 1.2368 -1.9599 2.8249
7 C -1.1133 1.0035 -0.1073
8 N 1.7403 -1.7656 3.6834
9 O -0.9668 -0.8847 -1.3295
10 H 2.6477 -2.2137 3.6133
11 C -0.3992 1.1696 -2.7351
12 P 0.1995 -0.3669 -0.1863
13 H -0.7896 2.0024 0.1665
14 H -1.2381 1.0338 -3.4217

As for the SMILES: C[C@]12CP1O2.N. The value obtained for the HOMO-LUMO gap is 9.230 eV. As for the HOMO energy: -8.350 eV. The calculation puts the strongest force on any atom at 0.9 eV Å⁻¹. The LUMO energy comes out at 0.88 eV. The energy above the lowest of the compared OMol25 structures with the same formula, charge and spin comes out at 185.0 kJ/mol.

=====

Which formula does entry 2 have?
C3H8NO2PS